No. 1
47
Properties=species:S:1:pos:R:3:lowdin_charge:R:1 method="wB97M-V/def2-TZVPD" total_charge=+2 de_lowest_kj_mol=0.0 energy_ha=-2041.5702 gap_ev=8.508 lumo_energy_ev=-7.464 homo_ha=-0.5870
Hf -0.250 0.276 0.272 1.68
Cl -0.213 0.551 -2.330 0.06
Cl -2.175 -1.447 0.471 0.07
C 5.484 -0.319 -0.003 0.00
O 4.117 -0.136 0.350 0.06
C 3.272 0.408 -0.448 -0.60
O 2.065 0.451 -0.209 -0.08
O 3.844 0.927 -1.484 0.05
C 3.096 1.730 -2.405 0.00
H 5.985 0.634 -0.165 0.11
H 5.614 -0.943 -0.887 0.11
H 6.078 -0.815 0.762 0.11
H 2.504 2.466 -1.859 0.10
H 2.467 1.160 -3.081 0.07
H 3.779 2.321 -3.009 0.11
C 0.201 -4.343 -2.770 0.02
O -0.002 -3.159 -1.983 0.06
C 0.791 -2.822 -1.035 -0.61
O 0.618 -1.777 -0.414 -0.15
O 1.731 -3.696 -0.791 0.05
C 2.635 -3.444 0.286 0.02
H -0.514 -4.288 -3.581 0.11
H 0.073 -5.267 -2.211 0.11
H 1.206 -4.359 -3.190 0.11
H 2.142 -3.241 1.235 0.11
H 3.286 -2.589 0.093 0.09
H 3.285 -4.306 0.395 0.11
C -1.466 2.293 4.099 0.03
C -2.062 1.313 3.136 -0.41
O -1.413 0.907 2.168 -0.18
C -3.427 0.789 3.388 0.03
H -0.607 2.769 3.637 0.10
H -1.228 1.726 5.001 0.12
H -2.233 3.030 4.335 0.11
H -3.449 0.405 4.412 0.12
H -3.705 0.039 2.656 0.08
H -4.108 1.646 3.407 0.11
C -4.002 1.100 -1.596 0.01
C -3.245 1.903 -0.618 -0.42
O -2.120 1.565 -0.231 -0.22
C -3.768 3.219 -0.133 0.03
H -4.120 1.648 -2.537 0.12
H -4.998 0.845 -1.232 0.12
H -3.444 0.211 -1.886 0.07
H -4.441 3.626 -0.886 0.10
H -2.999 3.964 0.057 0.10
H -4.283 3.027 0.813 0.10



No. 2
46
Properties=species:S:1:pos:R:3:lowdin_charge:R:1 method="wB97M-V/def2-TZVPD" total_charge=+1 energy_ha=-1530.9680 gap_ev=8.006 lumo_energy_ev=-3.858 homo_ha=-0.4360
N 1.035 -2.066 1.101 0.24
C 0.313 -0.934 1.107 -0.23
N -0.524 -0.577 -0.051 0.10
C -1.955 -0.305 0.389 -0.12
C -2.135 -0.482 1.979 -0.21
C -3.651 -0.060 2.377 -0.08
C -4.558 -1.330 1.932 -0.69
O -4.422 -2.432 2.523 -0.02
Cl -5.817 -1.267 0.612 0.62
C -1.020 0.438 2.658 -0.21
F -1.138 1.804 2.148 -0.05
N 0.349 -0.060 2.287 0.10
H 1.251 -2.595 0.226 0.12
H 1.402 -2.498 1.969 0.16
H -0.610 -1.459 -0.601 0.14
H -2.663 -0.947 -0.231 0.15
H -2.220 0.790 0.141 0.11
H -2.041 -1.585 2.318 0.16
H -4.004 0.885 1.847 0.13
H -3.793 0.023 3.519 0.15
H -1.138 0.524 3.799 0.18
H 0.997 0.729 2.132 0.16
C 5.243 -4.365 -0.085 0.00
C 4.027 -3.501 -0.276 -0.53
O 2.888 -3.929 -0.090 -0.01
N 4.216 -2.213 -0.665 0.00
C 5.467 -1.531 -0.931 -0.06
H 4.933 -5.363 0.225 0.09
H 5.794 -4.450 -1.024 0.09
H 5.884 -3.944 0.693 0.09
H 3.356 -1.695 -0.774 0.13
H 5.539 -0.673 -0.260 0.09
H 5.450 -1.176 -1.964 0.09
H 6.328 -2.178 -0.785 0.08
C -1.655 3.306 -3.686 -0.01
C -2.079 2.958 -2.284 -0.54
O -2.340 1.806 -1.950 0.00
N -2.168 3.966 -1.377 0.01
C -1.905 5.376 -1.574 -0.07
H -1.630 2.400 -4.292 0.09
H -2.369 4.001 -4.132 0.09
H -0.655 3.744 -3.678 0.09
H -2.458 3.656 -0.460 0.14
H -1.112 5.677 -0.885 0.09
H -2.814 5.931 -1.336 0.09
H -1.601 5.600 -2.594 0.08



No. 3
49
Properties=species:S:1:pos:R:3:lowdin_charge:R:1 method="wB97M-V/def2-TZVPD" total_charge=0 de_lowest_kj_mol=47.9 energy_ha=-2182.2442 gap_ev=7.568 lumo_energy_ev=0.237 homo_ha=-0.2694
Mg 20.462 -13.671 -14.408 0.03
I 23.077 -13.832 -15.274 0.10
Cl 19.488 -15.815 -14.548 -0.02
C 19.926 -8.877 -12.026 -0.04
O 20.007 -10.219 -12.472 0.02
C 20.669 -10.498 -13.588 -0.57
O 20.753 -11.611 -14.027 0.03
O 21.275 -9.447 -14.122 0.01
C 22.012 -9.719 -15.299 -0.03
H 19.371 -8.246 -12.720 0.10
H 20.912 -8.434 -11.875 0.10
H 19.420 -8.871 -11.064 0.10
H 22.632 -8.858 -15.549 0.10
H 21.367 -9.855 -16.175 0.11
H 22.657 -10.595 -15.242 0.06
C 17.385 -11.972 -18.458 -0.03
O 18.037 -12.187 -17.205 0.02
C 18.992 -13.104 -17.115 -0.58
O 19.706 -13.182 -16.147 -0.01
O 19.056 -13.908 -18.147 0.02
C 20.059 -14.960 -18.048 0.01
H 16.762 -11.093 -18.322 0.10
H 16.768 -12.825 -18.733 0.10
H 18.113 -11.772 -19.242 0.10
H 21.050 -14.536 -18.201 0.09
H 19.855 -15.622 -18.886 0.10
H 19.967 -15.472 -17.094 0.03
C 23.013 -12.490 -11.429 -0.01
O 22.399 -13.538 -10.658 0.04
C 21.447 -14.201 -11.282 -0.58
O 21.090 -14.015 -12.423 -0.01
O 20.956 -15.126 -10.481 0.03
C 20.088 -16.080 -11.112 -0.03
H 23.349 -12.855 -12.397 0.03
H 23.842 -12.124 -10.830 0.10
H 22.304 -11.665 -11.524 0.09
H 20.402 -16.293 -12.131 0.03
H 19.076 -15.677 -11.211 0.09
H 20.063 -16.939 -10.452 0.10
C 16.995 -12.300 -11.764 0.00
C 17.351 -12.721 -13.160 -0.45
O 18.495 -12.913 -13.486 0.01
C 16.219 -12.977 -14.124 0.01
H 17.875 -12.223 -11.132 0.08
H 16.312 -13.063 -11.373 0.10
H 16.438 -11.362 -11.728 0.09
H 15.328 -12.410 -13.875 0.08
H 16.021 -14.052 -14.076 0.10
H 16.595 -12.786 -15.128 0.07



No. 4
52
Properties=species:S:1:pos:R:3:lowdin_charge:R:1 method="wB97M-V/def2-TZVPD" total_charge=0 energy_ha=-1876.1150 gap_ev=8.159 smiles="CCNC1=CC(=O)C(Cl)=CC1=O.NC(N)=O.NC(N)=O.NC(N)=O.NC(N)=O" lumo_energy_ev=-1.610 homo_ha=-0.3590
C -6.128 1.902 0.826 -0.10
C -4.959 1.680 1.909 -0.25
N -3.837 2.607 1.551 -0.04
C -2.522 1.952 1.572 -0.15
C -2.192 0.811 0.786 0.08
C -0.658 0.277 0.945 -0.29
O -0.351 -0.929 1.036 0.03
C 0.435 1.455 1.028 -0.49
Cl 2.033 1.398 0.163 0.65
C 0.099 2.595 1.808 0.01
C -1.356 2.576 2.499 -0.24
O -1.570 2.973 3.657 0.08
H -6.102 1.107 0.009 0.08
H -6.067 2.930 0.327 0.08
H -7.153 1.874 1.347 0.08
H -4.615 0.601 2.007 0.11
H -5.389 2.056 2.910 0.12
H -3.937 2.982 0.591 0.12
H -2.950 0.339 0.084 0.12
H 0.803 3.475 1.909 0.13
C 4.979 -1.386 2.348 -0.70
O 6.103 -1.207 1.904 0.02
N 4.736 -2.135 3.454 0.15
N 3.869 -0.852 1.777 0.14
H 3.816 -2.287 3.826 0.09
H 5.527 -2.552 3.913 0.11
H 3.998 -0.289 0.955 0.04
H 2.942 -0.993 2.135 0.08
C -2.610 -0.189 -3.107 -0.69
O -3.615 0.321 -2.632 0.01
N -1.551 -0.565 -2.347 0.17
N -2.461 -0.426 -4.434 0.15
H -0.721 -0.985 -2.725 0.10
H -1.615 -0.405 -1.355 0.05
H -3.221 -0.164 -5.039 0.11
H -1.640 -0.844 -4.830 0.10
C 0.372 -5.153 0.360 -0.70
O 0.985 -6.072 -0.159 0.02
N -0.640 -5.350 1.245 0.15
N 0.643 -3.848 0.103 0.15
H -1.148 -4.600 1.677 0.09
H -0.879 -6.301 1.470 0.10
H 1.384 -3.649 -0.547 0.11
H 0.143 -3.086 0.527 0.05
C 4.112 2.218 -3.245 -0.70
O 2.912 2.039 -3.383 0.01
N 4.810 3.124 -3.977 0.15
N 4.860 1.528 -2.346 0.15
H 5.796 3.277 -3.870 0.09
H 4.300 3.660 -4.657 0.11
H 4.387 0.845 -1.780 0.08
H 5.846 1.669 -2.226 0.10



No. 5
45
Properties=species:S:1:pos:R:3:lowdin_charge:R:1 method="wB97M-V/def2-TZVPD" total_charge=+1 energy_ha=-1575.3329 gap_ev=6.499 lumo_energy_ev=-5.158 homo_ha=-0.4284
C -3.284 0.461 -1.757 -0.02
N -2.671 1.874 -1.906 -0.16
N -1.312 1.911 -1.883 0.06
C -0.657 3.245 -1.986 -0.54
I 1.573 3.350 -1.965 0.87
C -1.462 4.703 -2.153 0.02
C -3.127 4.534 -2.191 0.09
C -3.698 2.967 -2.062 -0.01
C -5.327 2.794 -2.120 -0.22
N -5.860 2.759 -3.568 -0.03
H -4.205 0.448 -1.030 0.11
H -3.500 -0.037 -2.808 0.13
H -2.458 -0.229 -1.244 0.13
H -0.922 5.739 -2.250 0.11
H -3.855 5.451 -2.284 0.12
H -5.758 1.909 -1.485 0.12
H -5.792 3.789 -1.656 0.14
H -5.652 1.833 -4.013 0.08
H -6.905 2.893 -3.457 0.10
O 2.612 -2.924 -0.137 -0.22
P 2.634 -2.449 1.336 0.75
O 1.062 -2.876 1.641 -0.24
C 0.780 -4.240 1.888 -0.31
C 1.180 -4.628 3.298 -0.09
O 2.323 -0.852 0.966 -0.24
C 2.848 -0.288 -0.227 -0.32
C 1.784 -0.253 -1.310 -0.12
O 2.657 -1.917 2.983 -0.21
C 3.938 -1.605 3.506 -0.31
C 4.479 -0.297 2.960 -0.08
H 1.280 -4.873 1.149 0.11
H -0.299 -4.375 1.766 0.12
H 2.267 -4.594 3.416 0.07
H 0.840 -5.641 3.532 0.08
H 0.754 -3.933 4.028 0.08
H 3.739 -0.832 -0.559 0.11
H 3.169 0.733 0.001 0.10
H 1.321 -1.229 -1.467 0.07
H 2.209 0.089 -2.258 0.06
H 0.977 0.435 -1.026 0.02
H 4.629 -2.429 3.301 0.11
H 3.830 -1.524 4.592 0.12
H 4.783 -0.411 1.916 0.07
H 5.356 0.029 3.526 0.08
H 3.719 0.491 2.997 0.09



No. 6
38
Properties=species:S:1:pos:R:3:lowdin_charge:R:1 method="wB97M-V/def2-TZVPD" total_charge=0 de_lowest_kj_mol=1329.2 energy_ha=-580.6307 gap_ev=8.611 lumo_energy_ev=0.865 homo_ha=-0.2847
C 3.931 0.880 1.105 -0.01
N 3.317 0.886 -0.312 -0.26
C 2.451 1.932 -0.724 -0.16
C 1.100 1.899 -0.085 -0.27
N 0.502 0.850 -0.583 -0.09
C 1.456 -0.430 -0.045 -0.01
C 2.925 -0.296 -0.499 -0.31
H 3.455 -1.083 -0.493 0.04
H 2.800 -0.265 -1.888 0.19
H 0.933 -1.383 -0.491 0.15
H 1.574 -0.678 0.845 0.02
C -0.744 0.528 -0.574 -0.47
C -1.449 -0.336 -1.424 -0.11
C -1.816 -1.980 -0.965 -0.16
C -3.265 -1.769 -0.442 -0.21
C -3.236 -1.319 1.169 -0.15
C -2.865 0.213 1.328 -0.13
H -3.036 0.512 2.268 0.07
C -1.378 0.170 0.903 -0.13
H -0.855 0.985 1.678 0.15
H -0.803 -0.589 1.337 0.06
H -3.129 0.656 0.498 0.05
H -2.718 -2.046 1.707 0.08
H -4.258 -1.433 1.469 0.07
H -3.904 -1.258 -1.315 0.13
H -3.704 -2.922 -0.350 0.13
H -1.186 -2.153 -0.075 0.08
H -1.828 -2.689 -1.912 0.13
H -0.457 -0.694 -2.073 0.17
H -2.213 -0.110 -1.929 0.01
H -1.240 1.426 -0.831 0.15
H 0.542 2.816 -0.513 0.17
H 1.187 1.862 1.007 0.12
H 3.018 3.076 -0.221 0.20
H 2.536 2.137 -1.696 0.07
H 3.199 0.678 1.709 -0.02
H 4.427 1.975 1.065 0.13
H 4.732 -0.050 1.353 0.15



No. 7
40
Properties=species:S:1:pos:R:3:lowdin_charge:R:1 method="wB97M-V/def2-TZVPD" total_charge=0 de_lowest_kj_mol=506.6 energy_ha=-731.4951 gap_ev=9.367 smiles="CC[C@@H](C)[C@@H]1CN[C@H](CC(C)C)C(=O)N1O" lumo_energy_ev=0.754 homo_ha=-0.3165
O 2.618 1.144 -1.059 0.08
O 3.737 -0.736 0.438 0.01
C 1.847 0.618 -0.291 -0.33
N -0.182 0.648 1.462 0.00
N 2.344 -0.541 0.409 -0.08
C -0.279 -3.597 -1.587 -0.09
C -2.598 2.611 -1.425 -0.12
C -0.936 4.125 -0.527 -0.08
C -0.754 -2.719 1.345 -0.06
C 0.745 -0.246 2.179 -0.16
C 0.551 1.251 0.304 -0.22
C -0.454 1.581 -0.808 -0.12
C 0.733 -3.010 -0.593 -0.26
C 1.412 -1.280 1.240 -0.18
C -1.486 2.708 -0.433 -0.45
C 0.286 -2.092 0.441 -0.37
H 4.113 -0.286 -0.387 0.14
H -0.644 1.345 2.029 0.11
H -0.900 -2.897 -2.012 0.04
H 0.307 -4.046 -2.412 0.08
H -0.969 -4.349 -1.080 0.09
H -3.032 1.673 -1.161 0.06
H -3.360 3.443 -1.408 0.09
H -2.212 2.514 -2.513 0.11
H -1.681 5.016 -0.335 0.12
H -0.254 4.292 0.212 0.02
H -0.419 4.206 -1.516 0.10
H -0.359 -3.470 2.052 0.09
H -1.669 -3.118 0.839 0.10
H -0.930 -1.970 2.069 0.04
H 1.457 0.477 2.440 0.10
H 0.434 -0.710 3.107 0.12
H 0.920 2.155 0.654 0.12
H 0.063 1.953 -1.727 0.13
H -0.951 0.603 -1.033 0.12
H 1.311 -3.828 -0.022 0.14
H 1.519 -2.550 -1.261 0.12
H 1.898 -1.972 1.922 0.16
H -1.873 2.484 0.541 0.11
H -0.351 -1.426 -0.095 0.11



No. 8
41
Properties=species:S:1:pos:R:3:lowdin_charge:R:1 method="wB97M-V/def2-TZVPD" total_charge=0 de_lowest_kj_mol=1794.2 energy_ha=-806.2475 gap_ev=9.084 lumo_energy_ev=0.209 homo_ha=-0.3262
C -1.568 -1.493 -0.519 -0.45
C -0.246 -1.061 0.216 -0.46
C -2.333 -0.274 -0.665 -0.47
C -3.696 -0.600 -1.209 -0.08
C -2.196 0.630 0.547 -0.29
C -3.352 1.059 1.535 -0.12
C 2.049 -0.608 -0.429 -0.26
C 2.445 -2.097 -0.115 -0.48
C 2.590 0.576 0.405 -0.31
C 4.212 1.038 0.268 -0.09
C 1.678 1.845 0.243 -0.34
C 1.382 2.399 -1.224 -0.14
H -2.525 -0.846 1.377 0.22
H -1.042 -2.915 1.277 0.25
H -1.564 -2.132 -1.447 0.16
H -1.739 0.289 -1.440 0.12
H -4.333 -1.320 -0.600 0.08
H -4.348 0.132 -1.799 0.09
H -3.538 -1.504 -2.056 0.13
H -1.063 0.590 0.985 0.13
H -2.055 1.778 0.155 0.15
H -4.342 1.497 1.244 0.07
H -3.332 1.800 2.358 0.07
H -3.599 -0.064 1.995 0.10
H 0.423 -1.120 -1.646 0.20
H 2.372 -0.532 -1.488 0.16
H 2.648 0.261 1.553 0.15
H 4.765 0.556 -0.978 0.16
H 4.301 2.135 0.611 0.06
H 4.708 0.159 1.149 0.12
H 1.971 2.663 0.779 0.03
H 0.656 1.725 0.790 0.11
H 0.052 1.650 -1.470 0.15
H 2.443 1.920 -2.163 0.17
H 1.232 3.768 -0.993 0.15
H 3.545 -2.979 1.116 0.11
N -2.333 -2.174 0.510 0.03
N 0.709 -0.695 -0.691 0.06
O -0.144 -0.865 1.452 -0.02
O 1.922 -3.069 -0.560 0.13
O 3.241 -2.120 0.929 0.15